71
Properties=species:S:1:pos:R:3:lowdin_charge:R:1 method="wB97M-V/def2-TZVPD" fmax_ha_per_bohr=0.048 orbital_gap_ha=0.3742 smiles="[H]/N=C/C[C@]1(CCCCOC)OC(=O)O[C@@H]1CCCCCCCOC.CCOC(=O)C(F)(F)F" charge=0 total_energy_ev=-47404.27327
H -0.439 4.305 -0.158 0.055
N -1.401 4.026 -0.337 0.114
C -1.554 2.775 -0.149 -0.227
C -2.908 2.162 -0.334 -0.078
C -3.077 1.126 -1.424 -0.342
C -4.525 0.556 -1.222 -0.097
C -4.623 -0.521 -0.125 -0.153
C -4.807 -1.967 -0.618 -0.140
C -3.777 -2.969 -0.075 -0.216
O -3.309 -2.626 1.214 -0.180
C -1.973 -2.176 1.272 -0.123
O -2.176 -0.032 -1.371 0.072
C -2.375 -0.661 -2.556 -0.542
O -2.211 -1.848 -2.779 0.142
O -2.780 0.234 -3.508 0.088
C -2.892 1.515 -2.877 -0.228
C -1.900 2.570 -3.325 -0.102
C -0.402 2.274 -3.161 -0.165
C 0.053 0.866 -3.584 -0.186
C 1.571 0.812 -3.789 -0.202
C 2.355 1.037 -2.504 -0.196
C 2.086 -0.045 -1.441 -0.148
C 1.355 0.447 -0.198 -0.228
O 1.959 -0.050 0.988 -0.185
C 1.049 -0.606 1.905 -0.115
H -0.707 2.165 0.163 0.094
H -3.173 1.678 0.608 0.131
H -3.614 2.972 -0.482 0.134
H -5.118 1.400 -0.875 0.116
H -4.971 0.251 -2.165 0.126
H -5.508 -0.274 0.455 0.113
H -3.789 -0.433 0.563 0.092
H -5.790 -2.309 -0.301 0.105
H -4.830 -2.001 -1.704 0.108
H -2.967 -3.112 -0.784 0.102
H -4.267 -3.939 0.012 0.118
H -1.567 -1.937 0.293 0.074
H -1.344 -2.906 1.781 0.086
H -1.936 -1.261 1.869 0.079
H -3.864 1.924 -3.177 0.162
H -2.090 2.834 -4.361 0.124
H -2.140 3.450 -2.729 0.107
H -0.039 2.480 -2.158 0.078
H 0.131 2.970 -3.812 0.118
H -0.147 0.185 -2.759 0.085
H -0.459 0.552 -4.486 0.124
H 1.870 1.514 -4.565 0.110
H 1.801 -0.203 -4.114 0.114
H 2.173 2.019 -2.072 0.099
H 3.414 1.011 -2.753 0.107
H 3.041 -0.439 -1.103 0.115
H 1.534 -0.889 -1.848 0.115
H 0.307 0.138 -0.215 0.097
H 1.363 1.540 -0.154 0.110
H 1.491 -0.673 2.891 0.073
H 0.125 -0.031 2.008 0.080
H 0.757 -1.603 1.563 0.089
C 4.079 -1.846 3.184 -0.052
C 4.397 -0.638 4.036 -0.188
O 5.189 -1.000 5.185 0.036
C 6.489 -1.124 4.977 -0.408
O 7.069 -0.968 3.947 0.175
C 7.190 -1.469 6.302 -0.564
F 6.529 -2.415 6.969 0.171
F 7.257 -0.383 7.077 0.171
F 8.422 -1.899 6.080 0.179
H 3.596 -2.621 3.780 0.090
H 3.422 -1.567 2.366 0.052
H 4.985 -2.276 2.759 0.084
H 3.486 -0.203 4.443 0.121
H 4.906 0.134 3.462 0.129

---

74
Properties=species:S:1:pos:R:3:lowdin_charge:R:1 method="wB97M-V/def2-TZVPD" fmax_ha_per_bohr=0.019 orbital_gap_ha=0.2789 charge=+1 total_energy_ev=-82577.38571
Sr 0.373 -0.093 0.554 1.010
C -0.606 -1.183 5.179 0.000
C -0.515 -1.022 3.691 -0.272
N 0.419 -0.384 3.074 -0.047
N 1.389 0.232 3.747 -0.011
C 2.460 0.938 3.154 -0.902
N 3.142 1.599 4.006 0.073
S 2.766 0.839 1.442 0.432
C -1.573 -1.640 2.844 -0.223
C -2.608 -2.377 3.409 0.007
C -3.569 -2.947 2.589 -0.023
C -3.489 -2.768 1.218 -0.036
C -2.440 -2.010 0.732 -0.131
N -1.506 -1.463 1.510 -0.047
H 0.294 -0.865 5.696 0.081
H -0.761 -2.230 5.438 0.094
H -1.443 -0.609 5.584 0.101
H 1.326 0.360 4.748 0.110
H 2.263 2.093 5.664 0.052
H 3.924 2.077 3.574 0.065
H -2.668 -2.509 4.478 0.114
H -4.372 -3.528 3.021 0.123
H -4.218 -3.196 0.545 0.116
H -2.341 -1.833 -0.335 0.111
C -2.781 1.270 -5.190 -0.172
Si -1.220 1.408 -4.188 0.380
C 0.157 2.238 -5.122 -0.180
C -1.568 2.316 -2.581 -0.195
C -0.670 -0.339 -3.704 -0.571
Te 1.132 -0.342 -2.555 1.168
C 1.407 -2.478 -2.600 -0.567
Si 2.579 -3.004 -4.002 0.382
C 2.605 -4.866 -4.046 -0.177
C 4.255 -2.294 -3.603 -0.181
C 1.937 -2.313 -5.614 -0.187
H -3.149 2.261 -5.465 0.041
H -3.570 0.766 -4.628 0.036
H -2.615 0.711 -6.112 0.040
H -0.148 3.228 -5.468 0.042
H 0.446 1.656 -6.000 0.041
H 1.045 2.364 -4.499 0.022
H -2.005 3.298 -2.770 0.046
H -0.651 2.469 -2.003 0.017
H -2.278 1.742 -1.977 0.026
H -0.439 -0.925 -4.596 0.006
H -1.443 -0.860 -3.139 0.007
H 0.407 -2.903 -2.700 0.013
H 1.811 -2.785 -1.633 0.004
H 2.912 -5.284 -3.085 0.036
H 3.311 -5.221 -4.800 0.040
H 1.623 -5.272 -4.295 0.035
H 4.663 -2.725 -2.686 0.040
H 4.210 -1.210 -3.478 0.019
H 4.965 -2.500 -4.407 0.041
H 0.972 -2.747 -5.887 0.038
H 2.637 -2.542 -6.421 0.042
H 1.833 -1.226 -5.575 0.012
N -1.843 1.891 0.893 0.061
C -1.245 2.396 2.083 -0.341
C -0.133 3.226 2.016 -0.031
C 0.494 3.640 3.183 -0.035
C 0.006 3.213 4.406 -0.275
C -1.121 2.404 4.483 -0.047
C -1.744 1.996 3.322 -0.037
S 0.854 3.644 5.896 0.590
O 1.501 2.261 6.295 -0.183
O 1.892 4.562 5.552 -0.259
O -0.114 3.935 6.898 -0.247
H -1.858 2.569 0.141 0.072
H -2.788 1.578 1.074 0.097
H 0.245 3.552 1.053 0.122
H 1.370 4.274 3.154 0.127
H -1.505 2.115 5.453 0.126
H -2.631 1.371 3.366 0.121

---

78
Properties=species:S:1:pos:R:3:lowdin_charge:R:1 method="wB97M-V/def2-TZVPD" fmax_ha_per_bohr=0.035 orbital_gap_ha=0.2713 smiles="O=C1OC(=O)C(C[SH](=O)=O)=C1CCCC(F)(F)C(F)(F)F.COCCNCCOC.COCCNCCOC" charge=0 total_energy_ev=-69273.84293
O 0.256 1.400 0.830 0.207
C 0.081 0.308 1.209 -0.405
O 0.655 -0.173 2.367 0.160
C 0.078 -1.393 2.657 -0.414
O 0.283 -1.971 3.656 0.201
C -0.845 -1.744 1.540 -0.106
C -1.684 -2.980 1.618 -0.171
S -0.769 -4.487 1.256 0.698
O -1.185 -4.973 -0.032 -0.340
O 0.605 -4.298 1.617 -0.318
C -0.842 -0.742 0.652 -0.039
C -1.621 -0.486 -0.607 -0.091
C -1.739 -1.641 -1.631 -0.142
C -0.795 -1.599 -2.844 -0.068
C 0.693 -1.832 -2.609 -0.380
F 1.211 -2.543 -3.662 0.099
F 0.891 -2.588 -1.479 0.100
C 1.584 -0.537 -2.473 -0.526
F 0.889 0.561 -2.836 0.144
F 2.669 -0.607 -3.227 0.184
F 1.957 -0.352 -1.201 0.165
H -2.535 -2.944 0.929 0.111
H -2.062 -3.102 2.645 0.121
H -1.310 -5.305 2.188 0.079
H -2.634 -0.175 -0.300 0.129
H -1.192 0.400 -1.097 0.118
H -1.666 -2.627 -1.157 0.091
H -2.745 -1.577 -2.069 0.116
H -0.927 -0.658 -3.392 0.128
H -1.091 -2.409 -3.526 0.138
C -6.413 5.844 -0.144 -0.115
O -6.681 4.492 0.162 -0.193
C -7.562 3.832 -0.734 -0.218
C -6.840 2.792 -1.562 -0.220
N -5.928 3.406 -2.513 -0.050
C -5.035 2.492 -3.209 -0.198
C -4.082 1.631 -2.388 -0.239
O -3.024 2.338 -1.775 -0.192
C -3.344 2.999 -0.565 -0.091
H -5.914 6.277 0.722 0.089
H -5.757 5.959 -1.015 0.078
H -7.337 6.400 -0.332 0.088
H -8.062 4.559 -1.382 0.123
H -8.325 3.329 -0.134 0.122
H -7.587 2.213 -2.116 0.125
H -6.344 2.103 -0.864 0.104
H -5.384 4.122 -2.048 0.073
H -4.430 3.082 -3.901 0.123
H -5.647 1.819 -3.821 0.119
H -3.604 0.933 -3.083 0.116
H -4.615 1.029 -1.639 0.108
H -4.067 2.426 0.025 0.089
H -3.746 4.002 -0.733 0.076
H -2.419 3.094 0.003 0.089
C 3.835 -2.996 1.527 -0.110
O 5.215 -3.302 1.505 -0.186
C 5.905 -2.874 0.339 -0.216
C 6.805 -1.691 0.621 -0.220
N 6.034 -0.489 0.894 -0.051
C 6.797 0.650 1.386 -0.203
C 7.587 0.501 2.681 -0.232
O 6.795 0.411 3.847 -0.179
C 6.259 -0.868 4.121 -0.099
H 3.382 -3.577 2.328 0.088
H 3.647 -1.933 1.718 0.075
H 3.351 -3.272 0.587 0.083
H 5.193 -2.629 -0.455 0.120
H 6.521 -3.710 -0.001 0.121
H 7.427 -1.513 -0.264 0.123
H 7.479 -1.976 1.441 0.105
H 5.289 -0.703 1.544 0.069
H 6.099 1.480 1.521 0.121
H 7.500 0.952 0.601 0.116
H 8.184 1.408 2.801 0.120
H 8.288 -0.343 2.639 0.110
H 6.958 -1.663 3.844 0.088
H 5.309 -1.042 3.606 0.073
H 6.076 -0.920 5.193 0.088

---

What did the second record say?
74
Properties=species:S:1:pos:R:3:lowdin_charge:R:1 method="wB97M-V/def2-TZVPD" fmax_ha_per_bohr=0.019 orbital_gap_ha=0.2789 charge=+1 total_energy_ev=-82577.38571
Sr 0.373 -0.093 0.554 1.010
C -0.606 -1.183 5.179 0.000
C -0.515 -1.022 3.691 -0.272
N 0.419 -0.384 3.074 -0.047
N 1.389 0.232 3.747 -0.011
C 2.460 0.938 3.154 -0.902
N 3.142 1.599 4.006 0.073
S 2.766 0.839 1.442 0.432
C -1.573 -1.640 2.844 -0.223
C -2.608 -2.377 3.409 0.007
C -3.569 -2.947 2.589 -0.023
C -3.489 -2.768 1.218 -0.036
C -2.440 -2.010 0.732 -0.131
N -1.506 -1.463 1.510 -0.047
H 0.294 -0.865 5.696 0.081
H -0.761 -2.230 5.438 0.094
H -1.443 -0.609 5.584 0.101
H 1.326 0.360 4.748 0.110
H 2.263 2.093 5.664 0.052
H 3.924 2.077 3.574 0.065
H -2.668 -2.509 4.478 0.114
H -4.372 -3.528 3.021 0.123
H -4.218 -3.196 0.545 0.116
H -2.341 -1.833 -0.335 0.111
C -2.781 1.270 -5.190 -0.172
Si -1.220 1.408 -4.188 0.380
C 0.157 2.238 -5.122 -0.180
C -1.568 2.316 -2.581 -0.195
C -0.670 -0.339 -3.704 -0.571
Te 1.132 -0.342 -2.555 1.168
C 1.407 -2.478 -2.600 -0.567
Si 2.579 -3.004 -4.002 0.382
C 2.605 -4.866 -4.046 -0.177
C 4.255 -2.294 -3.603 -0.181
C 1.937 -2.313 -5.614 -0.187
H -3.149 2.261 -5.465 0.041
H -3.570 0.766 -4.628 0.036
H -2.615 0.711 -6.112 0.040
H -0.148 3.228 -5.468 0.042
H 0.446 1.656 -6.000 0.041
H 1.045 2.364 -4.499 0.022
H -2.005 3.298 -2.770 0.046
H -0.651 2.469 -2.003 0.017
H -2.278 1.742 -1.977 0.026
H -0.439 -0.925 -4.596 0.006
H -1.443 -0.860 -3.139 0.007
H 0.407 -2.903 -2.700 0.013
H 1.811 -2.785 -1.633 0.004
H 2.912 -5.284 -3.085 0.036
H 3.311 -5.221 -4.800 0.040
H 1.623 -5.272 -4.295 0.035
H 4.663 -2.725 -2.686 0.040
H 4.210 -1.210 -3.478 0.019
H 4.965 -2.500 -4.407 0.041
H 0.972 -2.747 -5.887 0.038
H 2.637 -2.542 -6.421 0.042
H 1.833 -1.226 -5.575 0.012
N -1.843 1.891 0.893 0.061
C -1.245 2.396 2.083 -0.341
C -0.133 3.226 2.016 -0.031
C 0.494 3.640 3.183 -0.035
C 0.006 3.213 4.406 -0.275
C -1.121 2.404 4.483 -0.047
C -1.744 1.996 3.322 -0.037
S 0.854 3.644 5.896 0.590
O 1.501 2.261 6.295 -0.183
O 1.892 4.562 5.552 -0.259
O -0.114 3.935 6.898 -0.247
H -1.858 2.569 0.141 0.072
H -2.788 1.578 1.074 0.097
H 0.245 3.552 1.053 0.122
H 1.370 4.274 3.154 0.127
H -1.505 2.115 5.453 0.126
H -2.631 1.371 3.366 0.121

---

Please write out number 1 again, unchanged.
71
Properties=species:S:1:pos:R:3:lowdin_charge:R:1 method="wB97M-V/def2-TZVPD" fmax_ha_per_bohr=0.048 orbital_gap_ha=0.3742 smiles="[H]/N=C/C[C@]1(CCCCOC)OC(=O)O[C@@H]1CCCCCCCOC.CCOC(=O)C(F)(F)F" charge=0 total_energy_ev=-47404.27327
H -0.439 4.305 -0.158 0.055
N -1.401 4.026 -0.337 0.114
C -1.554 2.775 -0.149 -0.227
C -2.908 2.162 -0.334 -0.078
C -3.077 1.126 -1.424 -0.342
C -4.525 0.556 -1.222 -0.097
C -4.623 -0.521 -0.125 -0.153
C -4.807 -1.967 -0.618 -0.140
C -3.777 -2.969 -0.075 -0.216
O -3.309 -2.626 1.214 -0.180
C -1.973 -2.176 1.272 -0.123
O -2.176 -0.032 -1.371 0.072
C -2.375 -0.661 -2.556 -0.542
O -2.211 -1.848 -2.779 0.142
O -2.780 0.234 -3.508 0.088
C -2.892 1.515 -2.877 -0.228
C -1.900 2.570 -3.325 -0.102
C -0.402 2.274 -3.161 -0.165
C 0.053 0.866 -3.584 -0.186
C 1.571 0.812 -3.789 -0.202
C 2.355 1.037 -2.504 -0.196
C 2.086 -0.045 -1.441 -0.148
C 1.355 0.447 -0.198 -0.228
O 1.959 -0.050 0.988 -0.185
C 1.049 -0.606 1.905 -0.115
H -0.707 2.165 0.163 0.094
H -3.173 1.678 0.608 0.131
H -3.614 2.972 -0.482 0.134
H -5.118 1.400 -0.875 0.116
H -4.971 0.251 -2.165 0.126
H -5.508 -0.274 0.455 0.113
H -3.789 -0.433 0.563 0.092
H -5.790 -2.309 -0.301 0.105
H -4.830 -2.001 -1.704 0.108
H -2.967 -3.112 -0.784 0.102
H -4.267 -3.939 0.012 0.118
H -1.567 -1.937 0.293 0.074
H -1.344 -2.906 1.781 0.086
H -1.936 -1.261 1.869 0.079
H -3.864 1.924 -3.177 0.162
H -2.090 2.834 -4.361 0.124
H -2.140 3.450 -2.729 0.107
H -0.039 2.480 -2.158 0.078
H 0.131 2.970 -3.812 0.118
H -0.147 0.185 -2.759 0.085
H -0.459 0.552 -4.486 0.124
H 1.870 1.514 -4.565 0.110
H 1.801 -0.203 -4.114 0.114
H 2.173 2.019 -2.072 0.099
H 3.414 1.011 -2.753 0.107
H 3.041 -0.439 -1.103 0.115
H 1.534 -0.889 -1.848 0.115
H 0.307 0.138 -0.215 0.097
H 1.363 1.540 -0.154 0.110
H 1.491 -0.673 2.891 0.073
H 0.125 -0.031 2.008 0.080
H 0.757 -1.603 1.563 0.089
C 4.079 -1.846 3.184 -0.052
C 4.397 -0.638 4.036 -0.188
O 5.189 -1.000 5.185 0.036
C 6.489 -1.124 4.977 -0.408
O 7.069 -0.968 3.947 0.175
C 7.190 -1.469 6.302 -0.564
F 6.529 -2.415 6.969 0.171
F 7.257 -0.383 7.077 0.171
F 8.422 -1.899 6.080 0.179
H 3.596 -2.621 3.780 0.090
H 3.422 -1.567 2.366 0.052
H 4.985 -2.276 2.759 0.084
H 3.486 -0.203 4.443 0.121
H 4.906 0.134 3.462 0.129